(1)
Formula: C4H11N2O
Source: the Open Molecules 2025 dataset
Level of theory: ωB97M-V/def2-TZVPD

Properties
HOMO level: -12.0117 eV
charge: +1
multiplicity: 1
LUMO energy: -8.9 eV
calculated total energy: -9332.8287 eV
ΔE to the lowest compared entry with this formula, charge and spin: 369.6 kcal per mole

Element x y z (Å)
C -0.287 3.477 1.147
C -0.651 2.261 1.241
C 0.482 -1.715 -0.758
C 1.077 -2.754 -1.735
N -0.182 -3.321 -1.626
O 1.704 -1.977 -2.699
N -1.757 3.328 3.731
H -1.345 2.840 2.809
H -0.829 4.433 1.132
H -0.417 1.504 0.306
H 0.794 3.710 0.720
H -0.336 -1.131 -1.184
H 1.319 -1.111 -0.462
H -0.367 -4.102 -2.221
H 0.003 -2.030 0.183
H 1.942 -3.299 -1.216
H -1.851 4.348 3.451
H -2.703 2.994 3.970

(2)
Formula: C25H17FN2O3S2
Source: the Open Molecules 2025 dataset
Level of theory: ωB97M-V/def2-TZVPD

Properties
HOMO level: -7.5952 eV
multiplicity: 1
SMILES string: O=S(=O)(Nc1cc(Sc2cccc3cccnc23)c(O)c2ccccc12)c1ccc(F)cc1
LUMO energy: -0.3 eV
calculated total energy: -59712.1395 eV
ΔE to the lowest compared entry with this formula, charge and spin: 0.0 kcal per mole

Element x y z (Å)
O -5.129 -0.621 -0.460
S -3.788 -0.520 -0.952
O -3.540 -0.794 -2.331
N -3.315 1.028 -0.559
C -1.981 1.418 -0.457
C -1.044 0.780 -1.230
C 0.306 1.141 -1.166
S 1.494 0.304 -2.211
C 2.260 -0.715 -0.951
C 1.623 -1.830 -0.478
C 2.255 -2.664 0.456
C 3.524 -2.390 0.888
C 4.201 -1.244 0.427
C 5.506 -0.891 0.832
C 6.073 0.258 0.352
C 5.319 1.071 -0.511
N 4.116 0.772 -0.916
C 3.552 -0.374 -0.491
C 0.745 2.159 -0.345
O 2.027 2.556 -0.278
C -0.208 2.826 0.477
C 0.205 3.863 1.336
C -0.693 4.513 2.136
C -2.044 4.146 2.106
C -2.474 3.147 1.277
C -1.579 2.455 0.433
C -2.716 -1.575 0.031
C -2.192 -2.708 -0.560
C -1.408 -3.571 0.187
C -1.170 -3.260 1.516
F -0.406 -4.090 2.249
C -1.687 -2.124 2.116
C -2.477 -1.277 1.359
H -3.984 1.497 0.029
H -1.352 0.013 -1.921
H 0.633 -2.071 -0.835
H 1.739 -3.540 0.818
H 4.024 -3.045 1.587
H 6.036 -1.534 1.521
H 7.070 0.555 0.637
H 5.719 2.008 -0.876
H 2.587 2.017 -0.880
H 1.251 4.127 1.340
H -0.369 5.308 2.791
H -2.750 4.660 2.742
H -3.525 2.891 1.272
H -2.403 -2.895 -1.601
H -0.988 -4.468 -0.241
H -1.474 -1.921 3.154
H -2.907 -0.391 1.798

(3)
Formula: C37H48N4OReS
Source: the Open Molecules 2025 dataset
Level of theory: ωB97M-V/def2-TZVPD

Properties
HOMO level (spin up / spin down): -12.8329 / -12.8577 eV
charge: +2
multiplicity: 2
LUMO energy (spin up / spin down): -7.7 / -7.1 eV
calculated total energy: -60109.1583 eV

Element x y z (Å)
Re 0.668 0.231 0.458
C 2.033 -3.027 1.674
C 1.621 -3.225 0.212
C 2.185 -2.156 -0.694
C 0.124 -3.489 0.112
C -0.243 -4.759 -0.319
C -1.543 -5.229 -0.197
C -2.440 -4.478 0.535
C -2.120 -3.199 0.989
C -3.057 -2.622 2.072
C -2.441 -1.587 3.021
C -4.446 -2.180 1.579
C -0.901 -2.642 0.572
N -0.833 -1.184 0.508
C -1.984 -0.591 0.194
C -2.081 0.773 0.212
C -3.158 1.656 0.079
C -2.656 2.908 0.342
C -1.262 2.800 0.597
N -0.921 1.506 0.529
C -0.369 3.999 0.846
C 1.104 3.636 0.955
C -0.827 4.682 2.142
C -0.535 4.970 -0.334
H 3.114 -2.897 1.761
H 1.747 -3.895 2.267
H 1.540 -2.159 2.116
H 2.099 -4.154 -0.105
H 1.741 -1.154 -0.540
H 1.983 -2.359 -1.747
H 3.258 -2.031 -0.547
H 0.522 -5.411 -0.725
H -1.810 -6.210 -0.565
H -3.399 -4.901 0.814
H -3.236 -3.504 2.689
H -2.565 -0.560 2.671
H -1.377 -1.773 3.187
H -2.940 -1.649 3.989
H -4.466 -1.120 1.314
H -5.186 -2.315 2.367
H -4.775 -2.762 0.716
H -2.832 -1.186 -0.111
H -4.178 1.385 -0.147
H -3.212 3.833 0.360
H 1.324 3.074 1.864
H 1.703 4.548 0.974
H 1.425 3.058 0.085
H -0.730 4.009 2.997
H -1.866 5.007 2.077
H -0.211 5.563 2.327
H -0.242 4.499 -1.276
H 0.095 5.846 -0.177
H -1.565 5.313 -0.432
C 3.012 1.531 -1.803
C 3.565 1.267 -0.444
C 4.954 1.431 -0.284
C 5.532 1.311 0.940
C 4.722 1.034 2.059
C 5.248 0.960 3.373
C 4.434 0.692 4.438
C 3.062 0.485 4.221
C 2.538 0.552 2.947
S 0.852 0.317 2.671
C 3.354 0.835 1.842
N 2.769 0.928 0.585
H 3.498 0.886 -2.538
H 3.248 2.563 -2.075
H 1.945 1.388 -1.862
H 5.545 1.668 -1.158
H 6.601 1.439 1.069
H 6.307 1.135 3.519
H 4.835 0.646 5.441
H 2.404 0.264 5.054
O 0.252 0.288 -1.621
C -0.307 -0.091 -2.690
C -1.001 -1.412 -2.872
C -2.526 -1.294 -3.152
C -2.989 0.058 -3.696
C -2.381 0.438 -5.044
C -0.846 0.396 -5.051
N -0.254 0.708 -3.741
H -0.808 -2.033 -2.001
H -0.512 -1.904 -3.716
H -3.070 -1.488 -2.231
H -2.807 -2.088 -3.846
H -2.770 0.839 -2.960
H -4.075 0.036 -3.800
H -2.727 1.435 -5.318
H -2.734 -0.247 -5.817
H -0.440 1.114 -5.759
H -0.490 -0.585 -5.360
H 0.184 1.608 -3.604

(4)
Formula: C15H13Cl2N3O4
Source: the Open Molecules 2025 dataset
Level of theory: ωB97M-V/def2-TZVPD

Properties
HOMO level: -9.1036 eV
multiplicity: 1
SMILES string: C[C@@H](NC(=O)COc1cccnc1[N+](=O)[O-])c1ccc(Cl)cc1Cl
LUMO energy: -1.0 eV
calculated total energy: -53468.7233 eV
ΔE to the lowest compared entry with this formula, charge and spin: 2.3 kcal per mole

Element x y z (Å)
C -1.738 -2.764 0.337
C -0.879 -1.796 1.152
N 0.362 -1.534 0.456
C 1.563 -1.679 1.026
O 1.773 -2.098 2.142
C 2.739 -1.280 0.108
O 2.219 -0.637 -1.036
C 3.006 -0.177 -2.006
C 4.404 -0.266 -2.037
C 5.095 0.260 -3.109
C 4.384 0.873 -4.140
N 3.076 0.966 -4.122
C 2.401 0.466 -3.107
N 0.966 0.635 -3.204
O 0.546 1.317 -4.104
O 0.265 0.085 -2.373
C -1.650 -0.518 1.405
C -1.690 0.496 0.454
C -2.408 1.658 0.664
C -3.109 1.818 1.848
Cl -4.007 3.263 2.131
C -3.103 0.823 2.811
C -2.378 -0.335 2.578
Cl -2.413 -1.563 3.793
H -1.987 -2.321 -0.625
H -1.201 -3.694 0.173
H -2.659 -2.981 0.871
H -0.602 -2.253 2.108
H 0.300 -1.158 -0.480
H 3.289 -2.190 -0.160
H 3.404 -0.619 0.676
H 4.932 -0.744 -1.226
H 6.171 0.197 -3.148
H 4.878 1.298 -5.000
H -1.155 0.379 -0.477
H -2.426 2.433 -0.086
H -3.656 0.943 3.729

(5)
Formula: C24H50BBr2IN2O25PS5
Source: the Open Molecules 2025 dataset
Level of theory: ωB97M-V/def2-TZVPD

Properties
HOMO level: -10.9877 eV
charge: +1
multiplicity: 1
LUMO energy: -2.6 eV
calculated total energy: -292180.7084 eV

Element x y z (Å)
C 4.313 -1.716 -0.741
C 3.157 -2.795 -0.992
B 1.676 -2.142 -0.748
O 1.162 -2.359 0.504
C 1.094 -1.312 -2.007
O 1.849 -0.089 -1.999
C 1.262 1.162 -1.814
C 2.286 2.244 -2.423
N 3.686 1.765 -2.260
C 4.223 2.097 -0.907
C -0.101 1.241 -2.611
N -0.519 -0.056 -3.273
P -1.888 0.281 -4.314
O -1.706 -0.507 -5.560
O -3.397 0.234 -3.688
O -1.835 1.843 -4.940
C -0.484 -1.269 -2.295
C -0.758 -2.544 -3.223
I -2.837 -3.048 -3.637
C -0.157 -3.937 -2.796
C 1.209 -4.347 -3.549
C -1.461 -1.080 -1.085
Br -0.917 0.092 0.440
C -2.098 -2.368 -0.351
C -3.704 -2.227 -0.395
Br -1.825 -2.379 1.645
H 4.174 -1.187 0.232
H 5.289 -2.253 -0.840
H 4.260 -1.009 -1.615
H 3.280 -3.104 -2.073
H 3.291 -3.732 -0.394
H 1.835 -2.386 1.220
H 1.510 -1.833 -2.930
H 1.174 1.488 -0.736
H 2.130 3.264 -1.978
H 2.145 2.357 -3.537
H 4.206 2.298 -2.963
H 3.543 2.844 -0.404
H 5.237 2.542 -1.042
H 4.247 1.140 -0.320
H 0.079 2.067 -3.351
H -0.976 1.583 -1.992
H 0.254 -0.266 -3.939
H -3.991 0.048 -4.460
H -2.043 2.489 -4.235
H -0.305 -2.320 -4.233
H -0.819 -4.798 -3.097
H -0.077 -4.101 -1.681
H 1.095 -5.278 -4.151
H 1.585 -3.518 -4.199
H 1.936 -4.571 -2.720
H -2.361 -0.517 -1.472
H -1.880 -3.354 -0.808
H -4.120 -3.243 -0.201
H -4.068 -1.739 -1.328
H -4.032 -1.565 0.453
C -7.468 2.277 -4.675
C -6.853 3.109 -5.784
O -6.003 2.203 -6.493
S -6.648 0.723 -6.441
O -7.363 0.500 -7.645
O -5.656 -0.182 -5.960
O -7.713 0.997 -5.262
H -6.768 2.143 -3.845
H -8.394 2.708 -4.300
H -6.282 3.954 -5.403
H -7.616 3.471 -6.478
C -6.328 -0.076 3.939
C -5.189 0.066 2.949
O -5.764 -0.242 1.678
S -7.310 0.230 1.668
O -7.385 1.506 1.043
O -8.111 -0.870 1.262
O -7.477 0.438 3.261
H -6.514 -1.126 4.179
H -6.148 0.478 4.859
H -4.359 -0.604 3.168
H -4.823 1.097 2.913
C 4.312 -1.524 4.725
C 3.274 -2.166 5.622
O 2.503 -3.001 4.750
S 3.455 -3.563 3.578
O 3.884 -4.868 3.929
O 2.839 -3.271 2.323
O 4.689 -2.549 3.796
H 3.885 -0.692 4.159
H 5.178 -1.176 5.281
H 2.639 -1.433 6.115
H 3.742 -2.805 6.375
C 8.693 0.799 4.282
C 8.477 2.288 4.471
O 7.366 2.386 5.367
S 7.392 1.130 6.381
O 8.004 1.542 7.593
O 6.116 0.496 6.342
O 8.447 0.220 5.566
H 7.972 0.381 3.575
H 9.703 0.566 3.947
H 8.263 2.800 3.535
H 9.341 2.756 4.951
C -0.450 4.587 3.227
C -1.819 4.454 3.865
O -2.395 3.292 3.254
S -1.224 2.240 2.913
O -1.165 1.273 3.950
O -1.337 1.869 1.522
O 0.026 3.243 3.082
H -0.518 5.033 2.232
H 0.236 5.170 3.839
H -2.444 5.328 3.695
H -1.740 4.268 4.939

(6)
Formula: C4H5N3O
Source: the Open Molecules 2025 dataset
Level of theory: ωB97M-V/def2-TZVPD

Properties
HOMO level: -10.1153 eV
multiplicity: 1
SMILES string: Cn1cnc(C=O)n1
LUMO energy: 0.3 eV
calculated total energy: -10746.0529 eV
ΔE to the lowest compared entry with this formula, charge and spin: 36.0 kcal per mole

Element x y z (Å)
C 2.510 -0.945 0.013
N 1.321 -0.156 0.004
C 1.163 1.173 -0.014
N -0.086 1.493 0.002
C -0.711 0.257 -0.006
C -2.175 0.143 0.025
O -2.755 -0.926 0.004
N 0.113 -0.754 -0.025
H 3.367 -0.253 -0.017
H 2.620 -1.593 0.901
H 2.594 -1.598 -0.884
H 2.002 1.870 0.060
H -2.706 1.126 -0.052

(7)
Formula: C10H9ClN4O9S3W
Source: the Open Molecules 2025 dataset
Level of theory: ωB97M-V/def2-TZVPD

Properties
HOMO level: -14.9032 eV
charge: +2
multiplicity: 1
LUMO energy: -10.2 eV
calculated total energy: -81730.2967 eV
ΔE to the lowest compared entry with this formula, charge and spin: 42.4 kcal per mole

Element x y z (Å)
W 0.378 -1.751 -0.300
N 6.555 -0.981 -4.911
C 5.664 -0.837 -3.937
C 6.024 -0.204 -2.718
C 5.107 -0.052 -1.725
C 3.789 -0.549 -1.907
C 3.412 -1.169 -3.120
C 4.329 -1.309 -4.111
S 2.778 -0.365 -0.614
O 2.333 -1.758 -0.046
O 3.221 0.516 0.396
N 1.142 -0.106 -1.085
C 0.836 1.333 -1.137
N -0.200 1.732 -0.454
C -0.404 3.058 -0.483
C 0.430 3.901 -1.195
C 1.503 3.328 -1.866
N 1.717 2.010 -1.842
H 7.498 -0.640 -4.811
H 6.317 -1.418 -5.786
H 7.034 0.159 -2.583
H 5.381 0.435 -0.800
H 2.395 -1.499 -3.296
H 4.047 -1.767 -5.050
H -1.249 3.434 0.077
H 0.255 4.966 -1.225
H 2.208 3.926 -2.429
O -1.365 -0.728 0.056
Cl -1.213 -0.773 1.619
O -1.676 -2.005 2.082
O 0.353 -0.835 1.555
O -1.673 0.382 2.225
O 0.628 -3.448 0.811
S -0.095 -4.227 -0.339
O -0.620 -5.487 -0.046
O -1.107 -3.044 -0.635
S 1.121 -3.726 -1.838

(8)
Formula: H7NP2Si
Source: the Open Molecules 2025 dataset
Level of theory: ωB97M-V/def2-TZVPD

Properties
HOMO level (spin up / spin down): -5.8700 / -8.7631 eV
multiplicity: 3
LUMO energy (spin up / spin down): 0.8 / -2.6 eV
calculated total energy: -28052.7205 eV
ΔE to the lowest compared entry with this formula, charge and spin: 52.0 kcal per mole

Element x y z (Å)
N 1.429 0.819 0.699
Si 2.008 2.049 -0.136
P -2.451 -0.753 -0.681
P -0.834 -1.264 0.646
H 1.488 0.372 1.589
H 2.305 2.007 -1.468
H 2.493 3.191 0.541
H -2.710 -2.072 -1.232
H -3.681 -0.897 0.048
H 0.169 -0.869 -0.283
H -0.904 0.029 1.253